DFT (ωB97M-V with the def2-TZVPD basis set) results for a structure of composition C12H12CrF5N2O3.

Atoms and positions in Å:
Cr: 0.986 0.222 0.227
C: 1.791 -1.808 0.116
C: 1.711 -1.319 -1.211
C: 2.566 -0.199 -1.306
C: 3.183 -0.005 -0.048
C: 2.708 -0.996 0.837
H: 1.230 -2.636 0.521
H: 1.092 -1.717 -1.999
H: 2.681 0.436 -2.170
H: 3.831 0.818 0.207
H: 2.975 -1.112 1.875
C: -0.600 0.459 4.209
C: 0.068 0.665 2.891
N: -0.013 -0.186 1.924
O: -0.746 -1.330 2.162
C: 0.804 1.864 2.539
C: 0.950 3.083 3.384
N: 1.254 1.787 1.313
O: 1.826 2.701 0.642
H: -0.513 -0.578 4.524
H: -1.665 0.686 4.122
H: -0.169 1.111 4.965
H: -1.177 -1.484 1.290
H: -0.022 3.500 3.656
H: 1.502 3.831 2.819
H: 1.494 2.867 4.306
O: -1.650 -0.842 -0.379
C: -0.876 0.085 -0.549
F: -1.683 2.296 -0.578
C: -1.359 1.282 -1.418
F: -0.319 1.696 -2.187
C: -2.556 1.030 -2.349
F: -3.654 0.766 -1.651
F: -2.293 0.001 -3.157
F: -2.791 2.104 -3.107

Properties
2S+1: 2
E_LUMO (spin up / spin down), eV: -0.797 / -0.320
E, hartree: -2343.37554